w.
{
  "formula": "C2H8N4O",
  "method": "ωB97M-V/def2-TZVPD",
  "smiles": "[NH3+]C=[N+]=N[C@@H]([NH3+])[O-]",
  "lumo_energy_ev": -9.85,
  "multiplicity": 1,
  "homo_ev": -19.47,
  "total_charge": 2,
  "elements": ["O", "N", "N", "N", "N", "C", "C", "H", "H", "H", "H", "H", "H", "H", "H"],
  "positions_angstrom": [[-0.34930, 0.79131, -0.69981], [1.23184, 0.02562, 0.96668], [-0.80873, 0.36381, 2.23325], [1.65068, -0.27635, -0.08506], [0.45445, -0.95645, -2.12602], [0.23591, 0.79608, 1.32875], [0.67329, 0.29110, -1.23447], [1.18544, -1.01320, -2.85155], [0.46968, -1.85151, -1.61305], [-0.51212, 0.42759, 3.22886], [-1.62744, 0.99320, 2.11314], [-0.46136, -0.85135, -2.59448], [1.37380, 0.95519, -1.77909], [0.47211, 1.86466, 1.40312], [-1.13634, -0.60498, 2.05808]]
}

=====

x.
{
  "formula": "C2H8N4O",
  "method": "ωB97M-V/def2-TZVPD",
  "lumo_energy_ev": -8.50,
  "multiplicity": 1,
  "homo_ev": -18.73,
  "total_charge": 2,
  "elements": ["O", "N", "N", "N", "N", "C", "C", "H", "H", "H", "H", "H", "H", "H", "H"],
  "positions_angstrom": [[-1.15703, 1.80018, 0.22808], [2.47383, -0.44422, 0.97403], [-0.34253, 0.35839, 0.23387], [2.30535, -0.00212, -1.40220], [-2.29759, -0.79725, -0.48088], [2.34082, -0.28512, -0.27658], [-1.01757, -0.61511, -0.16949], [2.95529, 0.26780, 1.58363], [-2.11725, 1.70199, 0.41465], [2.82757, -0.01870, -2.21422], [-0.38547, -1.53343, -0.17291], [2.66896, -1.24439, 1.43209], [-3.04077, -0.06298, -0.43624], [-2.71800, -1.76440, -0.51114], [-0.73199, 2.43996, 1.02412]]
}

=====

Computed relative energies in units of hartree: w 0.0000; x 0.0186

=====

w.
{
  "formula": "C3H9N2O",
  "method": "ωB97M-V/def2-TZVPD",
  "smiles": "NCCNC[O-]",
  "lumo_energy_ev": 4.32,
  "multiplicity": 1,
  "homo_ev": -2.85,
  "total_charge": -1,
  "elements": ["O", "N", "N", "C", "C", "C", "H", "H", "H", "H", "H", "H", "H", "H", "H"],
  "positions_angstrom": [[0.37213, -0.98069, 2.38343], [-0.71204, 0.51495, -2.20842], [-0.31971, 0.42180, 0.47687], [0.61460, -0.05327, -1.83123], [-0.63351, -0.70806, 1.63168], [0.84670, 0.53365, -0.34722], [0.92857, 1.62221, -0.57366], [1.39973, 0.35237, -2.46319], [-1.33335, 0.29533, -1.41439], [1.77503, 0.05205, 0.08059], [-1.49491, -0.23805, 2.14508], [-0.58262, 1.50479, -2.06972], [-1.19444, -1.35451, 0.82507], [0.59909, -1.12737, -1.66833], [-0.45686, 1.16981, 1.12317]]
}

=====

x.
{
  "formula": "C3H9N2O",
  "method": "ωB97M-V/def2-TZVPD",
  "lumo_energy_ev": 3.39,
  "multiplicity": 1,
  "homo_ev": -2.02,
  "total_charge": -1,
  "elements": ["O", "N", "N", "C", "C", "C", "H", "H", "H", "H", "H", "H", "H", "H", "H"],
  "positions_angstrom": [[1.17890, -2.69332, -0.05961], [-1.33494, 0.46522, 0.52902], [-0.36748, 2.60641, 1.17238], [-1.41244, 1.69413, 0.90778], [-0.03470, -0.14753, 0.32017], [1.01876, -2.49060, -1.39396], [1.29945, -1.42083, -1.74057], [-0.63696, 3.34988, 1.81463], [-0.02606, -2.51271, -1.77223], [0.75793, 0.25832, 1.01336], [-2.40860, 2.14645, 1.08599], [-0.05988, -1.25508, 0.45184], [0.36786, 0.09089, -0.67476], [1.64727, -3.16813, -2.00706], [0.01089, 3.07688, 0.35304]]
}

=====

Computed relative energies in units of hartree: w 0.0000; x 0.0091

=====

w.
{
  "formula": "C10H16",
  "method": "ωB97M-V/def2-TZVPD",
  "lumo_energy_ev": [3.79, 3.74],
  "s_squared": 0.750,
  "multiplicity": 2,
  "homo_ev": [1.33, -5.74],
  "total_charge": -1,
  "elements": ["C", "C", "C", "C", "C", "C", "C", "C", "C", "C", "H", "H", "H", "H", "H", "H", "H", "H", "H", "H", "H", "H", "H", "H", "H", "H"],
  "positions_angstrom": [[1.01481, -1.34649, 0.04209], [1.52590, 2.20420, -2.68207], [-1.41157, -0.61190, 0.51274], [0.26997, -0.51617, 2.24993], [-0.69699, -0.21361, 3.18818], [0.38681, 2.22749, -1.62507], [-0.10056, -0.77664, 0.91133], [-2.03392, -0.11900, 2.81187], [0.49427, -2.29950, -1.04148], [-2.36199, -0.29002, 1.48170], [0.58460, -1.91526, -2.06225], [1.75641, -1.85855, 0.64667], [2.43220, 2.63957, -2.27157], [-0.38664, -0.01294, 4.20917], [0.58508, 2.93480, -0.81530], [0.97541, -3.27621, -0.99959], [-0.53245, 2.60223, -2.07669], [1.31428, -0.67817, 2.47563], [-0.56997, -2.53825, -0.97037], [1.62042, 1.18994, -3.06023], [-3.39709, -0.22703, 1.15676], [0.27571, 1.24938, -1.16881], [1.21910, 2.82874, -3.52626], [-1.72688, -0.73753, -0.51446], [-2.79515, 0.06177, 3.56052], [1.55824, -0.52087, -0.43242]]
}

=====

x.
{
  "formula": "C10H16",
  "method": "ωB97M-V/def2-TZVPD",
  "lumo_energy_ev": [3.90, 3.78],
  "s_squared": 0.756,
  "multiplicity": 2,
  "homo_ev": [1.22, -4.21],
  "total_charge": -1,
  "elements": ["C", "C", "C", "C", "C", "C", "C", "C", "C", "C", "H", "H", "H", "H", "H", "H", "H", "H", "H", "H", "H", "H", "H", "H", "H", "H"],
  "positions_angstrom": [[2.99746, 0.72688, -0.35859], [-2.08256, 0.94968, -0.47726], [-1.20903, -1.45625, -1.27259], [-1.90571, -2.64338, 0.78203], [-2.20480, -0.10692, 0.41543], [1.14228, 1.14816, 1.44673], [2.48373, 1.57941, 0.82412], [-1.35596, 0.85731, -1.65635], [-1.89035, -1.39274, -0.06083], [-0.88956, -0.38199, -2.07185], [-0.84783, -2.44562, -1.56885], [-2.75619, -3.26085, 0.46031], [0.50555, 0.44725, 0.92094], [-1.97678, -2.39029, 1.84157], [3.61641, 1.44584, -0.94987], [-1.03914, -3.27305, 0.58399], [0.52669, 1.99558, 1.75094], [1.48906, 0.57926, 2.32628], [2.24398, 0.18956, -0.92362], [-2.47533, 0.07394, 1.44638], [-0.29748, -0.52315, -2.96711], [-2.46816, 1.94806, -0.26494], [3.87739, 0.11847, -0.13684], [3.26695, 1.39158, 1.55961], [2.51915, 2.63587, 0.56735], [-1.26978, 1.78741, -2.21699]]
}

=====

Computed relative energies in units of hartree: w 0.0000; x 0.0220

=====

w.
{
  "formula": "C6H11N4",
  "method": "ωB97M-V/def2-TZVPD",
  "smiles": "C/N=N/c1n(C)cc[n+]1C",
  "lumo_energy_ev": -4.43,
  "multiplicity": 1,
  "homo_ev": -13.59,
  "total_charge": 1,
  "elements": ["N", "N", "N", "N", "C", "C", "C", "C", "C", "C", "H", "H", "H", "H", "H", "H", "H", "H", "H", "H", "H"],
  "positions_angstrom": [[0.97245, -0.64024, 0.07393], [1.97782, 0.10912, 0.21700], [-0.75183, 1.18746, 0.22242], [-1.35869, -0.90544, 0.03476], [-2.05470, 1.15028, -0.05617], [0.16156, 2.27856, 0.21613], [-0.33953, -0.06724, 0.30577], [3.20208, -0.47088, -0.11564], [-1.22447, -2.30653, 0.06344], [-2.46314, -0.14981, -0.11794], [3.71817, 0.23626, -0.90848], [0.11154, 2.86056, 1.16125], [3.84679, -0.46584, 0.71162], [2.95846, -1.42932, -0.49761], [-2.57005, 2.06182, -0.18963], [-0.10776, -2.51812, 0.12985], [-3.48682, -0.44948, -0.43756], [-1.49722, -2.63436, -0.90209], [-1.89647, -2.61886, 0.73008], [-0.36574, 2.86387, -0.58086], [1.16754, 1.90818, -0.06025]]
}

=====

x.
{
  "formula": "C6H11N4",
  "method": "ωB97M-V/def2-TZVPD",
  "lumo_energy_ev": [-4.08, -4.08],
  "multiplicity": 1,
  "homo_ev": [-11.76, -11.76],
  "total_charge": 1,
  "elements": ["N", "N", "N", "N", "C", "C", "C", "C", "C", "C", "H", "H", "H", "H", "H", "H", "H", "H", "H", "H", "H"],
  "positions_angstrom": [[-2.01551, 1.64086, 0.30806], [2.04094, 0.49896, 0.63118], [-1.72590, 1.25930, -2.19237], [-0.43725, -0.55514, -2.21043], [0.74779, -1.05084, 2.22444], [-1.44070, 0.84935, -0.88603], [-1.07974, 0.42594, -2.93620], [-0.63619, -0.26719, -0.87427], [1.35177, -0.57563, 0.95964], [1.57821, -1.91034, 1.29011], [2.78762, 0.45220, 0.05248], [2.64389, -2.27393, 1.70596], [-0.96934, 0.56803, -3.99401], [-1.45679, 1.47099, 1.13238], [1.40469, 1.33661, 0.44856], [-2.98626, 1.43447, 0.48610], [-0.00068, -1.35450, -2.48343], [-1.87761, 2.73211, 0.00498], [-0.26084, -1.31002, 2.41358], [1.27208, -0.63272, 2.99974], [1.05984, -2.73850, 0.91953]]
}

=====

Computed relative energies in units of hartree: w 0.0000; x 0.0988